[1]
C18H25Br2ClF7INiO11P3S | ωB97M-V/def2-TZVPD

```
70
Properties=species:S:1:pos:R:3:forces:R:3:lowdin_charge:R:1
C -2.521 -5.510 1.673 0.490 0.554 0.525 0.027
C -2.836 -4.608 2.861 -0.130 -0.442 -0.328 -0.500
O -3.853 -4.644 3.477 0.053 0.086 0.123 0.156
O -1.825 -3.724 3.218 0.084 0.111 -0.160 -0.035
C -1.778 -2.599 2.343 -0.538 0.043 0.100 -0.228
C -0.579 -1.749 2.705 0.189 -0.219 0.143 -0.144
C -0.488 -0.357 2.083 0.827 -0.456 0.566 -0.080
C -0.201 -0.121 0.584 -1.569 0.841 -0.557 -0.377
C -1.555 0.425 -0.036 -0.389 -0.247 0.480 -0.004
C -2.744 -0.482 0.139 0.406 -0.547 -0.573 -0.362
O -2.954 -1.503 -0.404 -0.046 0.136 0.243 0.237
O -3.740 0.036 1.086 0.201 0.260 0.460 -0.023
C -4.619 0.923 0.442 -1.103 0.799 -0.928 -0.473
C -4.472 2.333 0.949 -0.028 -0.413 0.483 0.054
O -5.385 0.617 -0.405 0.537 -0.492 0.296 0.229
O 0.577 1.047 0.492 0.704 -0.595 -0.535 -0.343
P 1.843 1.111 -0.609 -2.255 -1.060 2.472 0.588
C 2.334 2.770 0.295 -0.968 0.584 1.499 -0.614
Br 2.208 2.484 2.317 0.431 -0.043 -0.588 0.771
C 1.563 4.128 0.198 0.548 0.953 -0.395 -0.771
C 1.597 4.942 -1.107 -0.074 -0.115 0.020 -0.146
Br -0.255 4.292 1.019 0.300 -0.273 -0.430 0.643
P 3.807 0.969 -1.924 0.820 0.145 -1.477 0.682
O 3.385 0.563 -3.438 0.276 0.642 0.961 -0.286
Cl 4.778 2.742 -2.140 -0.262 -0.448 0.053 0.397
C 0.830 1.875 -2.062 1.456 1.324 -0.420 -0.385
F -0.166 2.627 -1.568 -0.332 -0.534 0.208 0.056
F 1.729 2.813 -2.564 0.052 -0.466 -0.177 -0.045
C 0.297 1.199 -3.381 -1.722 0.535 -1.587 -0.299
F 0.970 1.670 -4.454 0.980 -0.328 0.556 0.133
F -0.950 1.731 -3.602 -0.055 -0.218 0.747 0.120
C 0.040 -0.309 -3.696 -0.223 -0.277 -2.265 -0.544
F -1.091 -0.759 -3.146 0.446 -0.053 0.950 0.163
F 1.057 -1.123 -3.540 -0.044 0.027 0.514 0.103
F -0.226 -0.340 -5.029 0.080 0.241 0.395 0.157
S 3.297 -0.097 0.703 2.306 0.061 1.687 0.512
C 4.087 -1.459 -0.229 0.227 -0.584 -0.281 -0.199
O 2.649 -0.690 1.857 -0.713 -0.041 -0.607 -0.365
O 4.455 0.752 1.028 -0.541 0.016 -0.887 -0.432
O 1.430 -0.478 -1.122 -0.214 0.000 -0.269 -0.386
C 0.372 -1.164 -0.456 0.587 -0.063 0.086 -0.440
P 0.588 -2.995 -0.061 -0.315 -0.422 0.442 0.582
O 1.922 -3.224 0.869 -0.227 0.272 -0.504 -0.392
I 1.296 -4.019 -2.184 0.017 0.404 0.363 0.549
H -2.997 -6.474 1.829 -0.077 0.074 -0.157 0.094
H -2.868 -5.033 0.754 -0.148 -0.152 0.034 0.091
H -1.436 -5.613 1.599 -0.120 -0.159 -0.079 0.081
H -1.808 -2.944 1.306 0.252 0.130 0.021 0.068
H -2.703 -2.018 2.509 0.088 0.042 -0.019 0.128
H 0.371 -2.265 2.539 -0.171 0.016 -0.102 0.091
H -0.618 -1.621 3.792 -0.023 0.080 -0.092 0.140
H 0.291 0.169 2.639 0.082 -0.019 -0.244 0.104
H -1.413 0.191 2.352 -0.173 0.132 -0.075 0.085
H -1.729 1.370 0.486 0.076 0.043 -0.290 0.099
H -1.473 0.599 -1.109 0.092 0.048 0.102 0.130
H -4.469 3.049 0.128 0.147 -0.041 0.011 0.129
H -3.474 2.406 1.449 -0.165 1.013 -0.297 0.052
H -5.329 2.572 1.583 0.173 0.079 0.131 0.120
H 3.397 3.008 0.285 -0.082 -0.111 -0.576 0.026
H 2.115 4.782 0.873 -0.057 -0.406 0.292 0.056
H 0.775 4.727 -1.784 0.141 0.096 0.071 0.062
H 2.542 4.740 -1.617 -0.097 0.088 0.030 0.062
H 1.577 6.005 -0.867 -0.105 -0.091 0.111 0.086
H 3.481 1.323 -4.036 -0.081 -0.176 -0.325 0.068
H 3.548 -1.851 -1.092 -0.227 0.112 0.209 0.024
H 5.104 -1.202 -0.530 -0.212 0.430 0.093 0.057
H 4.194 -2.259 0.508 -0.327 0.163 0.057 0.069
H -0.479 -1.312 -1.137 0.398 -0.134 -0.200 0.067
H 1.660 -3.731 1.646 0.146 -0.118 0.072 0.058
Ni -3.137 1.287 2.714 0.201 -0.835 -0.182 0.665
```
Forces are in eV/Å.

As for the lowest unoccupied orbital energy (spin up / spin down): -5.077 / -5.966 eV. Its net charge is +1. Its multiplicity is 3. Its HOMO-LUMO gap (spin up / spin down) is 6.2683 / 5.3914 eV. Its expectation value of S² is 2.01.


[2]
C18H25F3N4O4 | ωB97M-V/def2-TZVPD

```
54
Properties=species:S:1:pos:R:3:forces:R:3:lowdin_charge:R:1
C 3.769 6.824 0.923 0.004 0.000 -0.002 -0.111
C 2.334 6.472 1.289 -0.003 0.004 -0.001 -0.252
C 2.268 5.586 2.537 0.014 0.001 0.000 -0.143
C 0.867 5.261 2.913 -0.007 -0.027 -0.011 -0.203
N 0.147 6.029 3.820 -0.026 0.031 0.000 0.164
C -1.012 5.475 3.877 0.035 -0.016 0.032 -0.164
O -1.162 4.393 3.096 -0.018 -0.002 -0.038 0.074
C 0.058 4.268 2.469 0.002 0.005 0.031 -0.115
C 0.275 3.174 1.519 0.004 -0.003 -0.013 -0.386
O 1.317 3.107 0.876 0.000 -0.025 -0.002 0.062
N -0.734 2.274 1.414 -0.018 0.024 0.002 0.162
C -0.743 1.206 0.446 0.042 0.026 -0.019 -0.429
C 0.031 -0.032 0.819 -0.011 -0.027 -0.024 -0.093
N 1.454 0.248 0.797 -0.022 0.041 0.093 0.108
C 2.363 -0.735 0.851 0.029 -0.010 -0.060 -0.455
O 2.076 -1.923 0.922 -0.008 0.006 0.045 0.068
C 3.823 -0.296 0.783 -0.012 0.001 -0.029 -0.196
N 4.539 -1.125 1.736 0.007 -0.010 0.018 0.143
C 5.449 -0.620 2.581 -0.019 0.000 -0.016 -0.395
O 5.841 0.524 2.624 0.003 0.012 -0.001 0.109
C 6.050 -1.648 3.567 0.012 -0.032 0.018 -0.546
F 5.464 -2.858 3.478 0.007 0.016 0.002 0.137
F 7.353 -1.813 3.319 -0.011 0.005 0.002 0.162
F 5.913 -1.223 4.823 0.002 -0.003 -0.010 0.166
C 4.379 -0.463 -0.643 0.013 -0.005 -0.022 -0.364
C 5.838 -0.023 -0.700 0.007 0.005 0.002 -0.059
C 3.543 0.312 -1.658 -0.006 0.008 0.012 -0.060
C -2.010 1.054 -0.339 0.005 -0.001 -0.002 -0.053
C -0.778 1.609 -0.999 -0.015 -0.014 0.015 -0.049
H 3.809 7.449 0.031 -0.001 0.000 0.001 0.069
H 4.258 7.367 1.734 0.001 0.000 0.000 0.074
H 4.352 5.922 0.728 0.000 0.000 0.001 0.075
H 1.755 7.382 1.465 0.002 -0.001 0.000 0.112
H 1.856 5.941 0.462 -0.001 0.001 0.001 0.107
H 2.816 4.662 2.348 -0.001 -0.002 0.000 0.118
H 2.735 6.097 3.381 -0.003 0.003 -0.002 0.124
H -1.862 5.768 4.472 0.000 0.003 -0.002 0.138
H -1.538 2.393 2.010 0.008 -0.006 0.010 0.149
H -0.276 -0.385 1.808 0.016 -0.012 -0.009 0.138
H -0.185 -0.836 0.112 -0.012 0.008 -0.007 0.134
H 1.736 1.221 0.735 0.012 -0.007 -0.010 0.106
H 3.936 0.744 1.097 -0.003 0.000 0.002 0.158
H 4.212 -2.076 1.834 -0.005 0.002 0.002 0.146
H 4.317 -1.531 -0.880 -0.002 0.001 0.008 0.146
H 5.927 1.041 -0.468 0.003 -0.003 0.002 0.091
H 6.459 -0.571 0.008 -0.001 0.000 -0.003 0.074
H 6.242 -0.189 -1.700 -0.002 0.001 -0.002 0.081
H 3.490 1.371 -1.390 -0.003 -0.002 -0.006 0.089
H 3.996 0.242 -2.647 0.005 -0.001 0.002 0.081
H 2.524 -0.071 -1.729 -0.003 0.003 0.003 0.072
H -2.323 0.050 -0.587 -0.015 0.003 -0.004 0.107
H -2.812 1.746 -0.120 -0.010 -0.009 -0.004 0.107
H -0.752 2.666 -1.216 0.003 0.001 -0.004 0.112
H -0.241 0.980 -1.695 0.005 0.006 -0.003 0.109
```
Forces are in eV/Å.

The SMILES is CCCc1ncoc1C(=O)NC1(CNC(=O)[C@@H](NC(=O)C(F)(F)F)C(C)C)CC1. As for the lowest unoccupied orbital energy: 0.388 eV. Its HOMO-LUMO gap is 10.1300 eV. The calculation puts the energy above the lowest of the compared OMol25 structures with the same formula, charge and spin at 0.0738 eV.


[3]
C18H25F3N4O6RhS2SbSe4Si | ωB97M-V/def2-TZVPD

```
65
Properties=species:S:1:pos:R:3:forces:R:3:lowdin_charge:R:1
Rh 0.872 1.585 2.048 0.058 -0.628 -0.939 0.174
Se 1.968 3.181 7.226 0.108 -0.253 -0.106 -0.329
Sb 1.256 1.522 5.604 -0.233 1.437 -0.784 -0.096
Se 2.772 2.399 3.192 -0.014 -0.621 1.323 -0.001
Se -0.416 2.413 3.876 -0.304 0.142 0.488 -0.015
Se -0.151 -0.189 6.651 0.545 -0.245 -0.224 -0.242
C -0.673 4.785 -2.132 -0.030 -0.062 0.091 -0.205
Si 0.834 3.963 -2.861 0.066 0.088 -0.136 0.500
C 0.342 3.270 -4.542 0.020 -0.004 -0.008 -0.185
C 2.165 5.263 -3.104 -0.011 0.053 0.023 -0.181
C 1.557 2.542 -1.879 -0.027 -0.046 -0.111 -0.264
C 2.220 1.526 -2.558 0.017 -0.111 0.047 -0.095
C 2.725 0.409 -1.896 -0.005 0.093 0.004 -0.071
C 2.524 0.325 -0.530 0.085 -0.015 0.007 -0.114
N 1.912 1.287 0.143 -0.289 -0.208 0.133 -0.078
C 1.445 2.383 -0.487 0.060 0.312 0.225 -0.740
S 0.673 3.439 0.662 -0.039 -0.107 -0.035 0.592
H -1.138 5.399 -2.908 -0.016 0.028 -0.013 0.025
H -0.418 5.418 -1.283 0.001 -0.006 0.011 0.011
H -1.407 4.058 -1.781 -0.022 -0.012 -0.009 0.027
H -0.345 3.958 -5.039 -0.003 0.024 -0.027 0.023
H -0.166 2.310 -4.432 -0.038 -0.006 -0.001 0.032
H 1.198 3.126 -5.204 0.038 -0.030 -0.001 0.022
H 1.804 6.089 -3.722 -0.006 0.021 -0.018 0.024
H 3.052 4.841 -3.579 0.017 -0.022 -0.010 0.025
H 2.463 5.670 -2.136 0.021 0.008 0.015 0.033
H 2.331 1.588 -3.636 -0.001 -0.007 -0.020 0.093
H 3.239 -0.381 -2.426 -0.003 -0.018 -0.014 0.091
H 2.858 -0.523 0.057 -0.042 -0.021 -0.013 0.118
C 0.616 -4.725 -1.735 0.000 -0.013 -0.029 -0.119
C 0.040 -4.272 -0.402 -0.009 -0.011 0.035 -0.298
S -1.728 -4.230 -0.511 -0.190 -0.057 -0.096 0.663
O -2.095 -3.374 -1.617 0.031 0.024 0.041 -0.311
O -2.212 -5.596 -0.515 0.014 -0.015 -0.007 -0.339
C -2.293 -3.471 1.023 0.049 0.031 -0.070 -0.181
C -3.164 -2.235 0.793 0.000 -0.122 -0.116 -0.130
N -2.381 -1.029 0.585 -0.156 0.142 0.175 0.061
C -1.658 -0.424 1.563 -0.287 0.215 0.027 -0.308
N -0.922 0.560 1.067 0.145 0.120 -0.113 0.057
C -1.168 0.600 -0.268 -0.094 0.089 0.068 -0.014
C -2.080 -0.360 -0.584 0.210 -0.140 -0.117 -0.144
N -2.770 -0.487 -1.820 -0.008 0.046 0.046 -0.346
O -3.861 -1.036 -1.830 -0.021 0.012 -0.017 0.054
O -2.249 0.025 -2.798 0.007 -0.038 -0.016 0.066
C -1.848 -0.751 2.999 0.117 -0.118 -0.013 -0.023
H 1.704 -4.713 -1.678 -0.006 0.001 -0.004 0.075
H 0.298 -4.056 -2.533 0.037 0.030 0.002 0.073
H 0.290 -5.734 -1.984 0.004 -0.020 0.013 0.073
H 0.365 -3.275 -0.110 0.037 0.044 0.052 0.079
H 0.266 -4.970 0.406 0.062 0.072 0.045 0.112
H -1.403 -3.240 1.612 0.010 0.001 0.036 0.079
H -2.869 -4.261 1.503 0.021 0.031 0.080 0.105
H -3.799 -2.070 1.665 0.053 -0.065 0.025 0.129
H -3.800 -2.379 -0.075 -0.020 0.059 0.041 0.107
H -0.745 1.340 -0.924 0.035 0.010 0.011 0.101
H -2.880 -0.536 3.287 -0.014 0.013 0.006 0.100
H -1.208 -0.125 3.617 0.004 0.017 0.004 -0.024
H -1.640 -1.797 3.218 0.001 -0.016 -0.010 0.081
F 0.527 -3.324 4.040 -0.008 0.007 -0.020 0.118
C 1.566 -2.553 3.653 0.088 0.030 0.089 -0.540
F 2.163 -2.089 4.739 0.007 -0.017 -0.034 0.129
F 2.448 -3.385 3.039 -0.004 -0.037 -0.030 0.113
C 1.095 -1.466 2.647 0.123 -0.127 -0.301 -0.567
O 0.562 -1.929 1.628 -0.001 -0.083 -0.065 0.004
O 1.343 -0.292 2.976 -0.186 0.104 0.368 -0.207
```
Forces are in eV/Å.

As for the lowest unoccupied orbital energy: 3.689 eV. Its net charge is -2. Its HOMO-LUMO gap is 5.3243 eV. The calculation puts the energy above the lowest of the compared OMol25 structures with the same formula, charge and spin at 1.9161 eV.


These records have energy values of -11063.6718, -1520.5546, -12713.5488 a.u., in the order they appear.
These records have max |F| values of 0.068, 0.002, 0.032 Eh/bohr, in the order they appear.